Entry 1:
DFT (ωB97M-V/def2-TZVPD) results for a cluster of 13 separate species, C26H47Cl24F3NO4PS in total in a non-equilibrium geometry.

Last column: Mulliken charge in e.
Positions of all 107 atoms, in Å:
C 0.679 1.222 -0.735  -0.86
C 1.471 1.899 0.376  0.85
O 2.601 1.137 0.783  -0.30
C 2.531 0.472 2.018  -1.46
C 2.810 -1.032 1.889  2.13
C 2.571 -1.521 0.456  -0.63
C 3.666 -1.154 -0.556  -1.38
C 4.525 -2.291 -1.077  0.68
F 4.653 -2.202 -2.423  -0.30
F 5.775 -2.273 -0.590  -0.29
F 4.013 -3.512 -0.829  -0.28
O 4.246 -1.268 2.167  -0.53
C 4.384 -2.600 2.301  -0.33
O 5.368 -3.212 2.045  -0.55
C 3.069 -3.184 2.902  1.31
S 3.706 -3.807 4.523  -0.17
P 2.493 -4.690 1.991  0.31
N 1.399 -4.515 0.895  -0.65
C 2.168 -1.925 3.008  1.15
C 0.665 -2.045 2.692  -2.43
C 2.272 -1.150 4.348  -1.72
C 1.666 -1.808 5.582  0.42
C 1.580 -0.861 6.860  -1.11
O 2.404 -2.190 6.636  -0.46
H 0.176 1.987 -1.331  0.45
H -0.095 0.537 -0.381  -0.15
H 1.381 0.718 -1.398  0.14
H 1.874 2.831 -0.028  -0.47
H 0.837 2.177 1.225  0.34
H 1.549 0.612 2.476  0.41
H 3.305 0.889 2.670  0.23
H 1.670 -1.011 0.121  0.29
H 2.315 -2.579 0.431  0.30
H 4.338 -0.383 -0.188  0.50
H 3.185 -0.726 -1.435  0.28
H 3.259 -5.064 4.466  0.21
H 2.142 -5.587 3.009  0.07
H 3.730 -5.135 1.507  0.07
H 0.543 -5.022 1.068  0.25
H 0.122 -1.197 3.108  0.48
H 0.463 -2.142 1.631  0.69
H 0.228 -2.938 3.148  0.39
H 3.295 -0.903 4.639  0.47
H 1.672 -0.252 4.246  0.43
H 0.781 -2.428 5.430  0.51
H 0.523 -1.205 7.022  0.24
H 1.744 -0.760 7.929  0.42
C 4.011 3.022 -3.324  0.83
Cl 2.284 2.961 -2.934  -0.17
Cl 4.874 1.584 -2.762  -0.11
H 4.120 3.101 -4.398  -0.41
H 4.441 3.883 -2.833  -0.15
C -3.230 -0.268 -0.011  -0.24
Cl -4.580 0.815 0.340  -0.14
Cl -2.028 -0.282 1.291  -0.18
H -3.613 -1.273 -0.124  0.15
H -2.744 0.063 -0.920  0.39
C -8.610 -0.126 1.901  -0.05
Cl -8.285 -0.869 0.326  -0.09
Cl -7.210 0.752 2.525  -0.17
H -9.427 0.571 1.781  0.32
H -8.866 -0.912 2.602  -0.01
C 3.002 5.951 1.282  -0.21
Cl 4.316 6.921 0.601  -0.16
Cl 1.881 5.375 0.046  -0.13
H 3.436 5.090 1.776  0.17
H 2.454 6.569 1.983  0.35
C 5.199 2.791 -7.461  0.56
Cl 3.792 3.800 -7.081  -0.20
Cl 6.422 2.841 -6.183  -0.12
H 4.863 1.768 -7.574  -0.19
H 5.656 3.148 -8.375  -0.12
C 5.860 2.446 -11.561  -0.24
Cl 4.423 3.388 -11.150  -0.14
Cl 7.106 2.561 -10.309  -0.14
H 5.573 1.406 -11.656  0.25
H 6.272 2.824 -12.488  0.31
C -5.841 -2.255 -1.921  0.12
Cl -5.807 -3.841 -1.133  -0.16
Cl -4.310 -1.884 -2.724  -0.14
H -6.627 -2.258 -2.665  0.37
H -6.019 -1.500 -1.163  -0.19
C -11.974 -1.264 3.262  0.04
Cl -11.879 -0.563 1.643  -0.14
Cl -11.632 -0.070 4.523  -0.16
H -12.974 -1.651 3.412  0.33
H -11.237 -2.054 3.339  -0.06
C 4.627 -1.625 -7.038  -0.38
Cl 4.635 -1.090 -8.730  -0.16
Cl 4.859 -0.285 -5.916  -0.03
H 3.669 -2.086 -6.834  0.30
H 5.436 -2.332 -6.900  0.30
C -7.275 -4.337 2.337  -0.15
Cl -8.934 -3.890 2.778  -0.14
Cl -6.100 -3.118 2.831  -0.11
H -7.037 -5.268 2.837  0.35
H -7.227 -4.446 1.261  0.06
C -13.684 2.583 6.316  0.16
Cl -13.462 2.634 8.069  -0.15
Cl -15.388 2.666 5.853  -0.16
H -13.169 3.431 5.881  0.27
H -13.276 1.652 5.946  -0.11
C 5.893 6.691 -2.917  0.05
Cl 6.673 5.108 -3.054  -0.12
Cl 5.143 7.194 -4.435  -0.15
H 5.124 6.627 -2.156  -0.07
H 6.647 7.419 -2.643  0.32

## Properties
Electronic energy = -366214.352 eV

---

Entry 2:
DFT (ωB97M-V/def2-TZVPD) results for a structure of composition C26H48As2BrIrN2O3.

Last column: Mulliken charge in e.
Positions of all 83 atoms, in Å:
Ir 0.184 -0.035 -0.276  1.64
C 7.731 -1.197 -1.529  -1.58
C 6.644 -2.281 -1.598  1.77
C 6.848 -3.251 -0.435  -2.12
C 6.775 -3.059 -2.915  -1.58
C 5.273 -1.613 -1.547  -0.47
C 4.346 -1.883 -0.546  -0.42
C 3.145 -1.219 -0.601  0.47
Br 1.810 -1.585 0.740  -0.13
C 2.777 -0.299 -1.569  1.33
O 1.561 0.318 -1.515  -0.76
C 3.692 -0.016 -2.592  -0.74
C 4.908 -0.695 -2.531  -0.53
C 3.487 0.973 -3.751  2.50
C 3.683 0.222 -5.078  -1.80
C 2.112 1.649 -3.815  -2.36
C 4.544 2.082 -3.627  -1.78
H 8.717 -1.661 -1.556  0.46
H 7.651 -0.621 -0.606  0.36
H 7.668 -0.505 -2.370  0.33
H 7.840 -3.696 -0.507  0.42
H 6.123 -4.067 -0.454  0.41
H 6.788 -2.746 0.532  0.41
H 7.751 -3.545 -2.962  0.46
H 6.689 -2.407 -3.784  0.33
H 6.008 -3.832 -2.992  0.36
H 4.550 -2.590 0.246  0.60
H 5.632 -0.487 -3.306  0.36
H 2.960 -0.590 -5.178  0.42
H 4.682 -0.203 -5.173  0.39
H 3.540 0.910 -5.913  0.44
H 1.302 0.925 -3.910  0.40
H 2.101 2.290 -4.699  0.68
H 1.923 2.272 -2.940  0.31
H 5.558 1.688 -3.673  0.38
H 4.434 2.622 -2.684  0.37
H 4.428 2.796 -4.445  0.43
C -0.770 3.792 1.342  -0.69
As -1.348 2.049 1.885  0.67
C -1.407 2.045 3.794  -1.02
C -3.101 1.745 1.169  -0.44
O -0.162 0.908 1.482  -0.69
H -1.369 4.546 1.852  0.43
H -0.882 3.901 0.266  -0.05
H 0.277 3.905 1.616  0.38
H -2.030 2.873 4.131  0.41
H -0.391 2.177 4.160  0.36
H -1.809 1.105 4.166  0.30
H -3.800 2.381 1.712  0.50
H -3.373 0.699 1.277  -0.02
H -3.105 2.002 0.114  0.05
C -3.858 -2.671 0.701  -1.07
As -2.098 -2.232 1.299  0.52
C -2.174 -1.678 3.136  -1.11
C -1.040 -3.830 1.255  -1.06
O -1.573 -1.014 0.276  -0.66
H -4.316 -3.379 1.390  0.41
H -3.787 -3.113 -0.291  0.37
H -4.456 -1.764 0.650  0.34
H -2.606 -2.487 3.725  0.55
H -2.803 -0.795 3.233  0.28
H -1.166 -1.467 3.491  0.36
H -1.534 -4.565 1.890  0.43
H -0.041 -3.645 1.643  0.35
H -0.982 -4.205 0.235  0.36
N -0.819 1.335 -1.348  -0.83
C -1.220 2.216 -1.980  0.46
N -1.638 3.203 -2.702  0.18
C -0.774 4.384 -2.942  -0.74
C -0.676 4.657 -4.434  -0.59
C -2.062 4.755 -5.066  -0.76
C -2.860 3.478 -4.813  -0.73
C -2.982 3.202 -3.323  -0.73
H 0.203 4.180 -2.506  0.59
H -1.222 5.235 -2.420  0.38
H -0.106 3.852 -4.905  0.10
H -0.115 5.581 -4.579  0.41
H -1.971 4.931 -6.137  0.36
H -2.598 5.614 -4.650  0.33
H -2.366 2.630 -5.294  0.31
H -3.862 3.552 -5.235  0.37
H -3.445 2.236 -3.125  0.54
H -3.574 3.979 -2.832  0.36

## Properties
Energy above the lowest of the compared OMol25 structures with the same formula, charge and spin = 0.017 eV
Total charge = +2

---

Entry 3:
DFT (ωB97M-V/def2-TZVPD) results for a structure of composition C26H48BClNPY in a non-equilibrium geometry.

Last column: Mulliken charge in e.
Positions of all 79 atoms, in Å:
Y 0.919 0.054 2.109  -0.47
Cl 2.306 2.180 1.756  -0.63
P 0.171 0.111 -0.716  0.19
C 2.017 -0.200 4.214  -0.40
H 2.237 -1.282 4.249  0.31
H 2.888 0.467 4.245  0.33
C -1.428 -0.574 -1.360  0.26
C 1.634 -0.847 -1.352  -0.23
C -1.553 -2.081 -1.073  -0.60
H -2.160 -0.044 -0.718  0.56
C -2.956 -2.591 -1.435  -0.76
H -0.803 -2.626 -1.665  0.13
H -1.335 -2.296 -0.015  -0.07
C -3.399 -2.196 -2.850  -0.77
H -2.973 -3.680 -1.336  0.40
H -3.673 -2.190 -0.708  0.36
C -3.175 -0.714 -3.155  -1.02
H -2.848 -2.799 -3.583  0.33
H -4.459 -2.437 -2.981  0.39
C -1.747 -0.259 -2.826  -0.41
H -3.378 -0.510 -4.212  0.43
H -3.878 -0.107 -2.568  0.37
H -1.032 -0.790 -3.474  0.22
H -1.641 0.814 -3.038  0.11
C 0.387 1.861 -1.324  0.60
C 1.523 -1.346 -2.796  -0.77
H 2.438 -0.090 -1.302  0.65
C 2.897 -1.851 -3.252  -0.95
H 0.793 -2.168 -2.849  0.26
H 1.168 -0.559 -3.477  0.27
C 3.456 -2.943 -2.328  -0.74
H 2.822 -2.233 -4.276  0.39
H 3.595 -1.001 -3.274  0.37
C 3.373 -2.589 -0.838  -0.96
H 2.896 -3.872 -2.505  0.31
H 4.498 -3.150 -2.596  0.39
C 2.011 -2.014 -0.420  0.47
H 3.593 -3.477 -0.235  0.42
H 4.146 -1.845 -0.602  0.38
H 1.240 -2.798 -0.481  0.21
H 2.065 -1.729 0.651  -0.23
C -0.891 2.685 -1.119  -0.54
H 1.147 2.239 -0.611  0.32
C -0.641 4.157 -1.469  -0.90
H -1.700 2.294 -1.752  0.15
H -1.232 2.600 -0.077  0.10
C -0.016 4.346 -2.861  -0.70
H -1.585 4.709 -1.413  0.41
H 0.034 4.584 -0.714  0.36
C 1.210 3.458 -3.087  -1.01
H -0.769 4.128 -3.631  0.30
H 0.270 5.397 -2.991  0.36
C 0.947 1.987 -2.743  -0.38
H 1.542 3.533 -4.129  0.39
H 2.038 3.815 -2.457  0.40
H 0.233 1.567 -3.468  0.12
H 1.884 1.421 -2.849  0.18
C -1.216 0.773 2.195  -0.10
C 0.736 0.322 4.450  -0.26
H -1.809 0.593 1.273  0.42
C 0.614 1.687 5.093  -0.84
H -0.169 -0.312 4.457  0.45
C -0.824 2.196 5.285  -0.84
H 1.101 1.619 6.088  0.35
H 1.199 2.425 4.505  0.19
C -1.544 2.566 3.977  -0.58
H -1.401 1.440 5.828  0.33
H -0.785 3.090 5.921  0.36
C -2.112 1.328 3.228  -0.84
H -2.374 3.251 4.213  0.39
H -0.859 3.122 3.325  0.29
H -2.326 0.524 3.961  0.30
H -3.088 1.644 2.801  0.27
B -0.116 -4.174 4.200  0.24
C 0.093 -3.063 3.172  0.12
N 0.282 -2.170 2.431  -0.55
H 0.963 -4.453 4.709  -0.13
H -0.569 -5.135 3.596  -0.16
H -0.901 -3.790 5.060  -0.13

## Properties
Energy above the lowest of the compared OMol25 structures with the same formula, charge and spin = 0.000 eV
Total charge = -1

---

Entry 4:
DFT (ωB97M-V/def2-TZVPD) results for a structure of composition C26H48BGeN6S3SeTa in a non-equilibrium geometry.

Last column: Mulliken charge in e.
Positions of all 87 atoms, in Å:
Ta 0.083 -0.156 0.664  0.37
C 3.684 -0.727 -3.279  -1.38
C 2.622 0.207 -3.865  1.02
C 2.779 1.609 -3.286  -2.02
C 2.750 0.284 -5.389  -1.67
N 1.274 -0.421 -3.555  0.60
C 0.860 -1.521 -4.255  -0.46
C -0.352 -1.896 -3.772  -1.10
N -0.694 -1.041 -2.760  0.22
B -2.136 -1.144 -2.150  1.05
N -2.268 -2.256 -1.057  0.37
C -3.475 -2.868 -0.866  -1.22
C -3.314 -3.853 0.058  -0.23
N -2.006 -3.854 0.448  0.49
C -1.385 -2.871 -0.240  0.01
S 0.305 -2.431 -0.129  -0.11
C -1.423 -4.810 1.472  1.05
C -0.377 -5.688 0.782  -1.43
C -0.827 -4.011 2.645  -1.44
C -2.551 -5.694 1.994  -2.14
N -2.679 0.244 -1.663  0.17
C -3.244 1.068 -2.599  -1.16
C -3.784 2.133 -1.956  -0.42
N -3.571 1.973 -0.613  0.58
C -2.876 0.825 -0.457  0.35
S -2.308 0.138 1.049  -0.18
C -4.077 3.034 0.353  0.93
C -3.216 4.280 0.133  -1.38
C -5.542 3.312 -0.002  -1.55
C -4.003 2.595 1.809  -2.08
C 0.321 -0.155 -2.632  0.19
S 0.359 1.094 -1.410  -0.23
H 4.671 -0.319 -3.495  0.47
H 3.576 -0.814 -2.194  0.23
H 3.635 -1.722 -3.721  0.40
H 3.666 2.057 -3.732  0.53
H 1.939 2.259 -3.538  0.49
H 2.939 1.599 -2.208  0.40
H 3.643 0.854 -5.637  0.48
H 2.866 -0.697 -5.850  0.47
H 1.894 0.790 -5.838  0.42
H 1.433 -1.954 -5.056  0.62
H -0.996 -2.694 -4.104  0.71
H -2.842 -1.478 -3.042  -0.06
H -4.359 -2.595 -1.419  0.70
H -4.042 -4.547 0.442  0.61
H 0.449 -5.113 0.361  0.33
H 0.038 -6.381 1.512  0.48
H -0.830 -6.278 -0.016  0.41
H 0.206 -3.723 2.460  0.31
H -1.431 -3.127 2.874  0.31
H -0.824 -4.638 3.535  0.46
H -3.009 -6.279 1.196  0.54
H -2.126 -6.403 2.701  0.48
H -3.317 -5.121 2.520  0.51
H -3.251 0.830 -3.650  0.70
H -4.316 2.971 -2.368  0.61
H -3.333 4.685 -0.873  0.40
H -3.528 5.053 0.834  0.46
H -2.158 4.069 0.307  0.29
H -5.657 3.793 -0.972  0.45
H -6.134 2.397 0.015  0.40
H -5.958 3.994 0.737  0.47
H -2.979 2.526 2.174  0.41
H -4.499 3.355 2.409  0.53
H -4.531 1.656 1.986  0.49
C 5.476 2.063 2.300  -1.09
Ge 4.078 2.975 3.360  0.48
C 4.684 3.388 5.172  -1.04
C 3.120 4.329 2.300  -1.03
C 2.417 1.646 3.565  -1.17
Se 2.357 0.663 1.926  0.77
C 3.245 -0.967 2.514  -1.05
H 6.252 2.809 2.124  0.41
H 5.130 1.705 1.330  0.35
H 5.928 1.246 2.862  0.35
H 5.505 4.098 5.065  0.39
H 5.058 2.498 5.675  0.39
H 3.892 3.844 5.762  0.39
H 3.829 5.025 1.853  0.42
H 2.448 4.898 2.941  0.37
H 2.544 3.864 1.496  0.25
H 1.547 2.293 3.654  0.45
H 2.460 0.946 4.397  0.49
H 4.198 -0.655 2.941  0.36
H 3.423 -1.624 1.667  0.41
H 2.642 -1.451 3.277  0.41

## Properties
Electronic energy = -193241.679 eV
Total charge = +4

---

Entry 5:
DFT (ωB97M-V/def2-TZVPD) results for a structure of composition C26H48BrIN10Nb in a non-equilibrium geometry.

Last column: Mulliken charge in e.
Positions of all 87 atoms, in Å:
N 3.098 -0.057 -1.635  -0.38
C 3.027 0.163 -0.195  -0.92
C 1.632 0.051 0.418  -0.55
C 0.815 -1.137 -0.103  -0.13
C -0.060 -1.835 0.938  -0.62
C -0.861 -0.905 1.878  -1.16
Nb -3.006 -0.581 1.226  -0.70
Br -2.439 0.013 -1.263  -0.30
C -5.192 -0.037 0.922  -1.19
C -5.904 -0.945 -0.102  0.04
C -7.065 -0.221 -0.799  -1.08
I -8.396 0.838 0.528  -0.01
H 2.223 0.126 -2.102  0.18
H 3.457 -0.970 -1.858  0.23
H 3.377 1.178 -0.002  0.28
H 3.718 -0.476 0.341  0.38
H 1.717 -0.040 1.495  0.50
H 1.063 0.953 0.220  0.23
H 0.257 -0.862 -0.984  0.13
H 1.534 -1.880 -0.454  0.29
H 0.571 -2.487 1.542  0.29
H -0.741 -2.493 0.405  0.39
H -0.900 -1.385 2.854  0.48
H -0.405 0.066 2.053  0.38
H -2.796 1.183 1.754  -0.05
H -3.499 -1.058 2.914  -0.05
H -3.257 -2.325 0.718  0.00
H -5.254 1.008 0.621  0.45
H -5.714 -0.125 1.868  0.59
H -6.356 -1.756 0.455  0.28
H -5.225 -1.295 -0.869  0.25
H -7.694 -0.927 -1.327  0.44
H -6.711 0.511 -1.512  0.36
C -10.028 3.385 3.330  -0.59
C -9.670 4.015 4.601  0.30
N -9.408 4.507 5.597  -0.41
H -10.791 2.627 3.497  0.27
H -10.418 4.134 2.644  0.26
H -9.148 2.920 2.889  0.13
C 6.576 0.378 -2.645  -0.70
C 6.379 -1.065 -2.694  0.29
N 6.215 -2.195 -2.723  -0.52
H 6.984 0.722 -3.593  0.32
H 5.623 0.867 -2.458  0.22
H 7.270 0.630 -1.850  0.34
C 10.088 -2.678 -2.714  -0.48
C 10.023 -1.293 -3.174  0.31
N 9.928 -0.213 -3.526  -0.42
H 10.454 -2.712 -1.693  -0.05
H 9.092 -3.117 -2.754  0.29
H 10.761 -3.250 -3.349  0.30
C 10.560 -3.878 1.611  -0.64
C 11.381 -4.140 0.427  0.33
N 12.024 -4.340 -0.495  -0.42
H 11.195 -3.653 2.460  0.32
H 9.904 -3.031 1.420  0.32
H 9.958 -4.751 1.839  0.09
C 5.329 4.525 -2.749  -0.82
C 6.081 3.660 -1.842  0.42
N 6.653 2.968 -1.139  -0.43
H 4.966 5.396 -2.208  0.30
H 5.972 4.850 -3.564  0.28
H 4.481 3.977 -3.156  0.27
C 8.447 -6.356 4.742  -0.77
C 9.303 -5.177 4.619  0.39
N 9.971 -4.257 4.523  -0.40
H 8.818 -6.997 5.539  0.27
H 7.430 -6.048 4.973  0.27
H 8.449 -6.911 3.806  0.28
C -13.611 4.376 6.478  -0.75
C -13.803 3.532 5.300  0.32
N -13.949 2.876 4.383  -0.38
H -12.657 4.140 6.945  0.27
H -13.615 5.423 6.183  0.25
H -14.415 4.200 7.190  0.29
C -1.819 1.475 -4.820  -0.80
C -0.448 1.079 -4.494  0.36
N 0.624 0.776 -4.246  -0.41
H -2.066 2.404 -4.313  0.26
H -1.911 1.616 -5.895  0.37
H -2.514 0.703 -4.496  0.23
C -8.096 1.908 -4.830  -0.82
C -6.669 1.984 -4.509  0.34
N -5.555 2.048 -4.275  -0.34
H -8.345 2.674 -5.562  0.31
H -8.330 0.930 -5.244  0.26
H -8.688 2.065 -3.931  0.27

## Properties
Electronic energy = -122329.663 eV
Total charge = -1

---

> Number 4 is which compound?

C26H48BGeN6S3SeTa